No. 1
71
Properties=species:S:1:pos:R:3:forces:R:3:mulliken_charge:R:1 method="wB97M-V/def2-TZVPD" homo_ev="-15.55 / -15.54" s2=8.89 multiplicity=6 charge=+3
Fe 0.000000 0.000000 0.000000 0.979 -1.861 0.056 0.141
P -0.684500 1.722000 1.311100 -1.527 4.426 2.569 1.328
P -2.142400 -0.666100 -0.597500 -3.393 -0.599 -1.837 1.543
P 2.201900 0.780200 -0.263000 3.057 1.840 -1.041 1.315
H 0.004900 -2.810700 -9.427700 0.100 -0.098 -0.064 0.286
C 1.027400 -3.051500 -9.148300 -0.003 -0.067 0.284 -0.591
C 1.364400 -4.256500 -8.695200 -0.079 0.220 0.127 -0.518
H 0.631500 -5.051600 -8.584900 0.079 0.086 -0.109 0.295
C -1.160600 3.246600 0.385300 0.209 -0.488 -0.371 -1.244
C -2.175500 1.597900 2.405800 -0.228 -0.643 -0.278 -0.980
C 0.449300 2.449200 2.583500 0.403 -0.403 -0.223 -0.952
C -2.326700 -2.158900 -1.655100 0.796 -0.018 -0.046 -1.596
C -3.448200 -1.092000 0.648100 0.551 0.078 0.733 -1.635
C -3.058900 0.556200 -1.630800 0.628 0.381 0.115 -1.516
C 3.356700 -0.047800 -1.441500 -0.511 -0.181 0.044 -1.513
C 3.413700 0.987700 1.127000 -0.596 -0.258 0.585 -1.635
C 2.222000 2.498800 -0.910300 -0.517 -0.105 0.019 -1.345
H 1.760400 -2.256300 -9.258600 -0.023 -0.141 -0.070 0.273
H 2.386900 -4.497200 -8.415900 -0.106 0.036 -0.117 0.276
H -1.452300 4.061800 1.057300 0.079 -0.285 -0.042 0.469
H -1.994200 2.999400 -0.277600 0.017 0.163 0.065 0.293
H -0.327100 3.569600 -0.242600 -0.105 0.098 0.070 0.334
H -2.232400 2.468600 3.068500 0.154 -0.061 -0.283 0.564
H -2.112400 0.694400 3.017600 -0.281 0.612 -0.224 0.035
H -3.089500 1.552100 1.809600 0.047 0.082 0.024 0.412
H -0.074400 3.200900 3.184800 -0.046 -0.119 -0.318 0.603
H 1.311200 2.914700 2.107300 -0.012 0.109 0.008 0.342
H 0.812400 1.659400 3.245900 -0.150 0.674 -0.333 0.080
H -3.377500 -2.470300 -1.665800 0.178 0.229 0.107 0.562
H -1.699400 -2.965300 -1.269600 -0.183 -0.094 -0.032 0.466
H -1.997600 -1.936700 -2.671800 -0.064 -0.005 0.055 0.388
H -4.406900 -0.650300 0.354500 0.292 0.028 -0.133 0.446
H -3.186200 -0.738700 1.646000 -0.387 0.012 -0.180 0.420
H -3.565900 -2.178900 0.683700 0.116 0.131 0.012 0.511
H -3.892000 0.085300 -2.164500 0.183 -0.082 0.257 0.508
H -2.356200 0.980200 -2.352200 -0.201 -0.011 -0.091 0.359
H -3.442400 1.371100 -1.011900 -0.012 -0.080 -0.048 0.392
H 4.325700 0.462900 -1.426500 -0.246 0.110 0.153 0.548
H 2.935100 -0.004200 -2.447600 0.189 -0.070 0.064 0.391
H 3.504800 -1.088300 -1.143100 0.064 0.087 -0.136 0.490
H 4.186700 1.706200 0.832900 -0.262 -0.102 -0.263 0.521
H 3.897700 0.032500 1.350000 -0.007 0.126 -0.066 0.516
H 2.924400 1.355400 2.032300 0.232 0.032 -0.143 0.368
H 3.218200 2.765400 -1.281100 -0.169 -0.134 0.167 0.567
H 1.929000 3.182400 -0.109200 0.109 0.039 -0.135 0.366
H 1.490800 2.583900 -1.716600 0.164 0.142 -0.039 0.273
C 0.636800 -1.375900 -3.243800 0.016 -0.245 1.112 0.707
C 0.484500 -0.093700 -3.799200 -0.206 0.740 -0.599 -0.021
C 0.266800 0.074100 -5.166600 0.117 0.665 1.116 -0.795
C 0.193400 -1.027900 -6.018800 0.044 -0.407 0.143 -0.379
C 0.345900 -2.308800 -5.477500 0.018 -0.476 0.491 -0.543
C 0.563700 -2.483700 -4.114900 0.099 -0.656 -0.694 -0.553
S 0.892600 -1.703300 -1.531800 -0.472 -0.681 -1.767 -0.112
H -0.237800 1.072200 -1.220500 0.149 -0.792 0.761 -0.046
H 0.554600 0.763600 -3.135300 -0.014 0.046 -0.269 0.272
H 0.155000 1.079500 -5.566900 0.044 -0.187 0.077 0.457
H 0.022100 -0.894900 -7.083100 0.057 -0.056 0.126 0.494
H 0.293000 -3.181400 -6.124400 0.047 0.169 0.051 0.394
H 0.677700 -3.483400 -3.703800 0.005 0.103 -0.124 0.494
N 0.000000 0.000000 7.344000 0.026 -0.078 0.272 -0.273
C 0.000000 0.000000 6.198000 -0.380 1.328 -0.456 -0.462
C 0.000000 0.000000 4.757000 1.477 -5.047 -0.518 1.466
C 1.260500 -0.253700 4.127000 -0.259 0.544 -1.692 -0.824
C 1.333900 -0.631100 2.742700 -2.106 0.872 2.649 -1.269
N 0.230500 -0.898400 1.984800 0.210 -0.896 1.359 -0.330
C -0.854100 -1.223800 2.741300 1.052 1.811 2.281 -1.345
C -0.974200 -0.814700 4.119900 -0.217 0.247 -1.602 -0.561
H 2.180900 -0.042200 4.659100 0.029 -0.060 -0.067 0.414
H 2.261300 -0.648300 2.292800 1.523 -0.165 -0.899 1.183
H -1.661900 -1.714900 2.287700 -0.768 -0.565 -0.567 0.997
H -1.880100 -1.076600 4.655100 -0.016 -0.051 -0.075 0.474

No. 2
68
Properties=species:S:1:pos:R:3:forces:R:3:mulliken_charge:R:1 method="wB97M-V/def2-TZVPD" homo_ev="-12.91 / -13.81" s2=2.02 multiplicity=3 charge=+2
W 0.645937 -2.311740 -0.031440 -2.838 5.263 1.598 0.874
C 1.539144 0.024714 -0.387736 0.197 -0.102 0.130 0.353
C 0.978452 -0.520522 -1.612588 -0.693 1.036 -0.415 0.087
C -0.742587 0.034682 -0.115620 0.031 -0.668 -0.333 1.308
C 0.488874 0.135245 0.578355 0.709 0.829 0.489 0.516
C -0.437317 -0.314896 -1.458814 0.937 0.174 0.751 0.984
C 2.834152 0.772447 -0.314064 -0.944 0.385 0.441 -1.674
H 3.335220 0.792823 -1.271848 0.226 -0.090 -0.149 0.471
H 3.573870 0.389785 0.464243 -0.699 0.622 -0.572 0.174
H 2.600083 1.807263 -0.017805 0.081 -0.215 -0.064 0.450
C 0.665601 0.735123 1.958929 0.580 0.169 -0.219 -1.665
H 1.457285 0.218623 2.534562 -0.430 0.262 -0.234 0.271
H -0.256848 0.701342 2.534523 0.068 -0.081 -0.020 0.419
H 0.969422 1.802118 1.866573 -0.181 -0.586 0.022 0.314
C -2.125505 0.390006 0.337486 -0.210 0.023 0.478 -1.925
H -2.456185 1.415516 0.066590 0.555 -0.455 -0.101 0.386
H -2.231163 0.320019 1.435712 0.030 -0.091 -0.619 0.337
H -2.830503 -0.302458 -0.148313 0.070 0.258 0.348 0.269
C -1.300196 0.099866 -2.559471 -0.889 -0.122 -0.926 -1.333
H -1.489475 1.184540 -2.493566 0.134 -0.314 0.077 0.345
H -2.290109 -0.410317 -2.513856 0.651 0.913 -0.435 0.051
H -0.781660 -0.087112 -3.496379 -0.417 -0.078 -0.301 0.580
C 1.673864 -0.587514 -2.977186 0.390 -0.202 0.487 -1.773
H 1.464429 0.261397 -3.648916 -0.109 -0.141 0.506 0.439
H 1.432735 -1.495087 -3.550976 -0.069 0.214 0.272 0.311
H 2.765006 -0.599755 -2.831998 -0.327 -0.072 -0.061 0.470
C 1.048340 -4.467797 1.221968 1.387 -1.442 1.616 -0.293
C 2.323981 -4.654571 0.698316 -0.793 -1.078 1.536 -0.245
C 2.640872 -5.350815 -0.555870 0.111 0.447 -0.598 -0.952
C 1.625534 -4.989427 -1.664493 1.054 -0.229 -0.271 -1.330
C 0.902634 -3.664528 -1.457043 -1.196 -1.969 -2.523 -0.440
C -0.534575 -3.750921 -0.960887 -1.037 -1.952 -0.685 0.589
C -0.975424 -5.020847 -0.156816 -1.366 -0.019 -1.608 -1.546
C -0.027484 -5.502544 0.905915 0.319 -0.662 0.309 -1.228
H 2.620342 -6.429715 -0.366638 -0.045 -0.032 0.161 0.486
H 0.948346 -5.837292 -1.785704 -0.246 0.313 -0.050 0.395
H 3.671526 -5.141822 -0.877622 -0.240 -0.008 0.188 0.294
H 0.442506 -6.489549 0.643117 -0.221 1.003 -0.068 0.310
H 1.046090 -4.186876 2.301522 0.170 0.036 -1.036 0.683
H 3.168265 -4.457417 1.371159 -0.256 0.417 -0.465 0.658
H -0.590930 -5.760923 1.833745 0.469 0.587 -0.566 0.344
H -1.945787 -4.842715 0.341026 0.344 0.141 -0.414 0.467
H -1.115208 -3.771140 -1.941948 0.080 0.120 0.599 0.888
H -1.151551 -5.820347 -0.913657 -0.026 0.335 0.528 0.349
H 2.176499 -4.912600 -2.614501 -0.138 -0.209 0.300 0.470
H 0.920218 -3.126709 -2.404028 0.020 0.013 -0.118 0.553
P 4.155181 -1.402408 0.684038 -2.066 -1.771 -0.468 0.245
C 3.784160 -1.969424 2.375038 1.318 0.158 0.701 -0.998
C 5.516648 -2.173481 -0.171525 0.607 0.121 0.534 -1.098
P -2.600509 -2.392573 -1.806358 0.077 0.075 0.573 0.641
C 2.740582 -2.197336 -0.130056 1.865 -0.326 1.563 -0.022
C -2.792750 -2.891176 -3.536598 0.810 -0.663 -0.060 -1.249
C -3.914809 -3.284221 -1.011066 0.324 -0.010 0.643 -1.322
H 2.727986 -1.868226 2.654423 0.196 0.155 -0.270 0.225
H 4.380866 -1.312763 3.014854 -0.107 -0.460 0.429 0.496
H 4.090861 -3.023718 2.484280 -0.013 0.470 0.204 0.413
H 5.225714 -3.118228 -0.616932 0.169 -0.144 0.060 0.327
H 6.282699 -2.294273 0.597754 0.427 -0.104 -0.493 0.442
H 5.815683 -1.462310 -0.946278 0.306 -0.211 0.121 0.336
H -3.496560 -4.298794 -0.938079 -0.781 -0.152 0.121 0.420
H -4.835126 -3.212512 -1.596071 0.093 -0.358 -0.058 0.506
H -4.063312 -2.841233 -0.014457 0.023 -0.434 -0.234 0.309
H 2.259139 -2.578378 0.918982 1.729 0.199 -1.529 -1.222
H 3.103540 -2.960640 -0.843501 -0.015 0.606 0.595 0.877
H -3.359448 -2.123132 -4.098828 0.253 -0.323 0.336 0.457
H -3.253468 -3.886395 -3.623854 0.083 0.389 -0.217 0.443
H -1.746129 -2.924563 -3.911951 -0.697 0.071 -0.322 0.359
I -1.123374 -2.384436 2.155782 0.157 -0.032 -0.214 -0.075

No. 3
71
Properties=species:S:1:pos:R:3:forces:R:3:mulliken_charge:R:1 method="wB97M-V/def2-TZVPD" homo_ev="-12.40 / -16.73" s2=8.81 multiplicity=6 charge=+3
Ru 0.447395 -0.482026 0.701801 -1.841 1.818 0.932 -0.149
P -1.154942 -2.062895 0.927353 -0.261 -1.697 -0.554 1.233
P 2.148685 -0.592813 2.284982 2.008 -0.057 0.798 0.935
P 1.607228 -1.518471 -0.899999 0.025 -0.602 -0.504 1.080
H -2.861586 4.630106 -6.862959 0.010 -0.314 -0.137 0.356
C -2.824405 3.691250 -7.427876 3.252 2.513 0.239 -0.155
C -3.908995 2.912824 -7.562546 -3.427 -2.388 -0.535 -0.121
H -4.874497 3.189216 -7.121777 0.320 -0.058 -0.139 0.305
C -2.751897 -1.774474 1.744502 -0.593 0.525 -0.167 -1.217
C -0.407554 -3.336656 2.008254 -0.014 -0.138 0.015 -1.348
C -1.666643 -2.973461 -0.583245 -0.113 0.053 0.020 -1.375
C 3.328078 0.775663 2.009068 0.243 0.033 0.058 -1.354
C 1.826392 -0.310434 4.060033 -0.391 0.098 0.282 -1.252
C 3.179015 -2.102605 2.309033 0.235 0.026 0.232 -1.357
C 0.841514 -1.413397 -2.552176 -0.029 -0.035 -0.090 -1.142
C 1.911112 -3.325538 -0.721773 0.143 0.113 0.041 -1.427
C 3.268602 -0.838140 -1.216755 0.105 -0.042 0.012 -1.065
H -1.874290 3.436139 -7.911730 -0.322 0.066 0.126 0.331
H -3.879355 1.981020 -8.140049 0.019 0.283 0.206 0.300
H -3.140423 -0.787105 1.458508 0.087 -0.262 0.156 0.340
H -2.661073 -1.804339 2.840491 -0.070 -0.091 -0.545 0.354
H -3.493471 -2.530733 1.405449 0.644 0.300 0.264 0.534
H -0.128170 -2.886585 2.972424 -0.098 -0.152 -0.247 0.252
H 0.482024 -3.784189 1.548765 -0.268 0.123 0.136 0.286
H -1.156053 -4.121424 2.184963 0.187 0.106 0.028 0.549
H -2.223945 -2.291140 -1.244773 0.113 -0.220 0.282 0.370
H -2.327853 -3.797560 -0.280580 0.166 0.200 -0.118 0.527
H -0.829648 -3.390812 -1.157033 -0.297 0.191 0.286 0.302
H 4.037706 0.797283 2.848750 -0.124 0.085 -0.303 0.499
H 2.774731 1.722850 1.976968 0.174 -0.160 0.101 0.378
H 3.877835 0.666369 1.070475 -0.082 0.099 0.228 0.286
H 2.762300 -0.210885 4.659576 -0.567 -0.218 -0.649 0.592
H 1.222640 -1.137244 4.456891 0.150 0.244 0.087 0.371
H 1.259825 0.628089 4.161073 0.139 -0.298 0.067 0.288
H 3.891462 -2.036500 3.143801 -0.137 -0.053 -0.245 0.502
H 3.745487 -2.209401 1.376128 -0.127 0.012 0.247 0.351
H 2.557300 -2.995060 2.458008 0.152 0.243 -0.011 0.354
H 1.326913 -2.145234 -3.213172 -0.117 0.234 0.090 0.486
H 0.971180 -0.404445 -2.965186 -0.004 -0.280 0.123 0.291
H -0.231464 -1.630363 -2.502160 0.278 0.037 -0.007 0.251
H 2.551891 -3.633364 -1.560162 -0.166 0.034 0.208 0.536
H 0.985349 -3.911211 -0.761001 0.302 0.210 -0.010 0.372
H 2.430477 -3.561823 0.214506 -0.123 0.093 -0.284 0.319
H 3.802841 -1.521867 -1.893464 -0.133 0.279 0.119 0.503
H 3.856118 -0.730088 -0.298618 -0.156 -0.124 -0.314 0.237
H 3.173363 0.149056 -1.691848 0.048 -0.265 0.119 0.234
C 0.315011 2.070911 -2.090623 -0.285 0.221 -0.924 0.032
C -0.945677 1.721791 -2.608743 0.073 0.040 0.083 -0.297
C -1.331243 2.150402 -3.884862 0.162 0.027 0.047 -0.430
C -0.467207 2.933962 -4.660163 0.100 -0.303 0.585 0.167
C 0.816827 3.231975 -4.178933 0.028 -0.103 -0.169 -0.884
C 1.219420 2.782104 -2.920245 -0.407 0.047 0.522 -0.159
Se 0.737728 1.804920 -0.250222 0.368 -0.265 -0.426 0.098
H -0.922703 -0.264903 -0.128284 -0.312 -0.062 -0.640 0.027
H -1.616350 1.135285 -1.982046 0.009 0.140 -0.236 0.463
H -2.314818 1.877675 -4.280855 0.335 0.063 0.311 0.305
H -0.796622 3.300470 -5.639317 0.303 -0.126 0.398 0.012
H 1.503216 3.822086 -4.796449 -0.227 -0.295 0.336 0.385
H 2.212967 2.995374 -2.530640 -0.167 0.183 -0.217 0.440
N -1.428233 -0.224778 7.556865 -0.030 0.253 -0.970 -0.392
C -1.508711 0.250811 6.487528 -0.066 0.675 -1.053 -0.119
C -1.621796 0.916846 5.215491 -0.190 -0.627 5.084 0.036
C -1.903838 2.289464 5.162479 -0.686 3.262 -1.332 -0.451
C -1.941696 2.939689 3.933399 -0.553 0.486 4.537 -0.725
C -1.702870 2.175264 2.782410 0.707 -0.237 -2.738 -0.359
N -1.376922 0.884721 2.835871 0.305 -2.317 0.307 0.221
C -1.438379 0.237067 4.000227 0.726 -1.167 -4.274 -0.156
H -2.095410 2.830213 6.095058 0.126 -0.164 -0.439 0.498
H -2.146888 4.007134 3.852055 0.047 -0.354 0.149 0.446
H -1.760720 2.657452 1.798415 0.084 -0.416 0.343 0.383
H -1.356320 -0.853524 3.978630 0.209 0.476 0.074 0.517

Energy relative to the best compared isomer or geometry (same formula, charge and spin) list, top to bottom, in kJ/mol: 453.8, 878.9, 0.0
Total energy list, top to bottom, in a.u.: -3695.25292, -1947.58297, -4529.66830
M list, top to bottom, in g mol⁻¹: 526.429, 690.273, 618.547